{"formula": "C51H114F3N7O9", "method": "the ωB97M-V functional and the def2-TZVPD basis", "smiles": "O=C1OC[C@@H](F)O1.O=C1OC[C@@H](F)O1.O=C1OC[C@@H](F)O1.CCN(CC)CC.CCN(CC)CC.CCN(CC)CC.CCN(CC)CC.CCN(CC)CC.CCN(CC)CC.CCN(CC)CC", "homo_lumo_gap_ha": 0.30830, "e_homo_ha": -0.2965, "lumo_energy_ha": 0.0118, "molar_mass_g_mol": 1026.51, "e_above_lowest_kcal_mol": 0.00, "multiplicity": 1, "largest_force_ev_per_a": 4.46, "species": ["O", "C", "O", "C", "C", "F", "O", "H", "H", "H", "O", "C", "O", "C", "C", "F", "O", "H", "H", "H", "O", "C", "O", "C", "C", "F", "O", "H", "H", "H", "C", "C", "N", "C", "C", "C", "C", "H", "H", "H", "H", "H", "H", "H", "H", "H", "H", "H", "H", "H", "H", "H", "C", "C", "N", "C", "C", "C", "C", "H", "H", "H", "H", "H", "H", "H", "H", "H", "H", "H", "H", "H", "H", "H", "C", "C", "N", "C", "C", "C", "C", "H", "H", "H", "H", "H", "H", "H", "H", "H", "H", "H", "H", "H", "H", "H", "C", "C", "N", "C", "C", "C", "C", "H", "H", "H", "H", "H", "H", "H", "H", "H", "H", "H", "H", "H", "H", "H", "C", "C", "N", "C", "C", "C", "C", "H", "H", "H", "H", "H", "H", "H", "H", "H", "H", "H", "H", "H", "H", "H", "C", "C", "N", "C", "C", "C", "C", "H", "H", "H", "H", "H", "H", "H", "H", "H", "H", "H", "H", "H", "H", "H", "C", "C", "N", "C", "C", "C", "C", "H", "H", "H", "H", "H", "H", "H", "H", "H", "H", "H", "H", "H", "H", "H"], "positions_angstrom": [[1.40, 1.27, -0.47], [0.58, 0.40, -0.30], [0.83, -0.90, -0.13], [-0.42, -1.61, -0.13], [-1.32, -0.49, 0.27], [-1.28, -0.31, 1.60], [-0.72, 0.62, -0.27], [-0.60, -1.90, -1.16], [-0.50, -2.47, 0.53], [-2.37, -0.53, -0.04], [6.87, -1.89, -2.14], [5.75, -1.85, -1.63], [5.07, -0.74, -1.23], [4.18, -1.15, -0.21], [3.83, -2.57, -0.69], [2.82, -2.49, -1.53], [5.02, -2.94, -1.30], [4.70, -1.21, 0.75], [3.37, -0.42, -0.16], [3.48, -3.23, 0.11], [2.39, -2.09, 2.81], [1.51, -2.42, 3.56], [1.60, -3.28, 4.63], [0.33, -3.37, 5.25], [-0.37, -2.11, 4.61], [-0.18, -1.12, 5.44], [0.25, -1.96, 3.40], [-0.20, -4.26, 4.91], [0.36, -3.46, 6.34], [-1.44, -2.30, 4.60], [-5.22, 0.35, 0.64], [-5.76, -0.99, 0.14], [-4.63, -1.69, -0.62], [-4.70, -3.14, -0.58], [-4.33, -3.66, 0.79], [-4.65, -1.28, -2.09], [-3.38, -1.65, -2.85], [-4.37, 0.33, 1.32], [-6.13, 0.75, 1.08], [-5.04, 1.00, -0.22], [-6.14, -1.42, 1.07], [-6.71, -0.93, -0.39], [-5.65, -3.57, -0.89], [-4.01, -3.60, -1.28], [-4.94, -3.25, 1.59], [-4.51, -4.73, 0.95], [-3.28, -3.49, 1.04], [-4.66, -0.20, -2.19], [-5.58, -1.66, -2.52], [-2.51, -1.37, -2.27], [-3.36, -1.04, -3.76], [-3.37, -2.71, -3.10], [3.06, 5.43, 1.76], [2.43, 4.02, 1.76], [3.29, 3.08, 2.50], [2.51, 1.84, 2.90], [1.35, 2.16, 3.89], [4.33, 2.60, 1.62], [5.43, 1.81, 2.30], [2.50, 6.10, 1.11], [4.06, 5.48, 1.33], [3.09, 5.90, 2.74], [1.46, 4.17, 2.22], [2.35, 3.67, 0.73], [2.10, 1.30, 2.05], [3.20, 1.18, 3.43], [1.61, 2.78, 4.75], [0.52, 2.54, 3.31], [0.99, 1.23, 4.33], [4.83, 3.54, 1.40], [3.87, 2.11, 0.76], [5.69, 2.32, 3.23], [6.30, 1.85, 1.64], [5.18, 0.77, 2.50], [3.78, 3.26, -5.11], [4.91, 4.08, -4.35], [5.18, 3.66, -2.93], [4.01, 3.90, -2.08], [3.68, 5.41, -1.99], [5.56, 2.25, -2.83], [6.75, 1.86, -3.73], [2.76, 3.42, -4.75], [3.89, 2.17, -5.15], [3.85, 3.65, -6.12], [5.82, 4.20, -4.94], [4.58, 5.11, -4.40], [3.18, 3.25, -2.36], [4.36, 3.72, -1.07], [4.50, 6.13, -2.05], [3.06, 5.66, -2.86], [3.06, 5.67, -1.14], [4.78, 1.53, -3.11], [5.78, 2.13, -1.77], [6.28, 1.94, -4.71], [7.14, 0.86, -3.56], [7.61, 2.54, -3.66], [3.49, -2.15, -5.65], [2.20, -2.38, -4.97], [1.43, -1.20, -4.72], [1.92, -0.24, -3.68], [1.20, 1.13, -3.69], [0.06, -1.59, -4.33], [-0.87, -1.58, -5.55], [4.32, -2.29, -4.96], [3.65, -1.12, -5.97], [3.58, -2.76, -6.55], [1.64, -3.06, -5.62], [2.45, -2.90, -4.04], [2.97, 0.00, -3.81], [1.86, -0.61, -2.66], [1.87, 1.78, -3.13], [0.22, 1.11, -3.21], [1.14, 1.62, -4.66], [0.09, -2.64, -4.03], [-0.43, -0.99, -3.57], [-1.00, -0.58, -5.94], [-0.53, -2.25, -6.35], [-1.85, -2.00, -5.36], [1.81, -6.29, 0.06], [0.83, -5.09, 0.01], [-0.62, -5.44, 0.05], [-1.10, -6.10, -1.21], [-1.05, -5.20, -2.47], [-1.08, -6.13, 1.22], [-0.93, -5.35, 2.57], [1.73, -6.91, 0.95], [2.83, -5.89, 0.08], [1.68, -6.91, -0.83], [1.09, -4.31, 0.72], [1.13, -4.60, -0.92], [-0.53, -7.01, -1.36], [-2.14, -6.38, -1.03], [-0.03, -4.95, -2.77], [-1.52, -5.69, -3.32], [-1.53, -4.27, -2.16], [-0.54, -7.07, 1.30], [-2.16, -6.31, 1.13], [0.11, -5.21, 2.86], [-1.46, -5.89, 3.34], [-1.31, -4.34, 2.39], [-3.48, -1.83, 6.69], [-3.98, -0.50, 6.12], [-3.69, -0.43, 4.68], [-3.85, 0.96, 4.23], [-2.79, 1.83, 4.92], [-4.33, -1.45, 3.84], [-5.87, -1.59, 3.99], [-2.40, -1.92, 6.65], [-3.89, -2.72, 6.20], [-3.71, -1.85, 7.76], [-5.04, -0.44, 6.35], [-3.43, 0.31, 6.60], [-3.76, 1.15, 3.16], [-4.85, 1.32, 4.47], [-2.46, 2.63, 4.26], [-3.22, 2.28, 5.82], [-1.91, 1.25, 5.20], [-3.94, -2.44, 4.05], [-4.22, -1.28, 2.77], [-6.15, -1.89, 5.00], [-6.30, -2.28, 3.27], [-6.42, -0.67, 3.79], [0.10, 4.58, -1.08], [-1.08, 5.55, -0.70], [-2.43, 5.01, -0.95], [-2.63, 3.66, -0.48], [-2.35, 3.45, 1.05], [-3.37, 5.95, -0.42], [-4.77, 5.81, -1.05], [0.23, 3.85, -0.28], [1.03, 5.14, -1.23], [-0.08, 4.06, -2.02], [-1.03, 5.83, 0.35], [-0.93, 6.49, -1.24], [-3.62, 3.31, -0.76], [-1.94, 3.04, -1.06], [-2.41, 2.42, 1.38], [-1.37, 3.69, 1.46], [-3.07, 3.94, 1.70], [-3.12, 6.99, -0.64], [-3.53, 5.89, 0.65], [-5.37, 6.60, -0.59], [-5.26, 4.86, -0.85], [-4.67, 5.90, -2.13]]}

{"formula": "C3H5NOS", "method": "the ωB97M-V functional and the def2-TZVPD basis", "homo_lumo_gap_ha": 0.36950, "e_homo_ha": -0.3464, "lumo_energy_ha": 0.0231, "molar_mass_g_mol": 103.15, "e_above_lowest_kcal_mol": 19.24, "multiplicity": 1, "largest_force_ev_per_a": 1.23, "species": ["C", "C", "C", "H", "H", "H", "H", "H", "N", "O", "S"], "positions_angstrom": [[-0.21, 0.09, 0.29], [0.80, -1.03, -0.02], [0.80, 1.22, -0.02], [-1.99, 0.92, -0.32], [-1.94, -0.71, -0.25], [-0.44, 0.17, 1.37], [1.02, -1.75, 0.78], [0.54, -1.58, -0.94], [-1.40, 0.11, -0.52], [0.66, 2.41, -0.10], [2.16, 0.13, -0.26]]}

{"formula": "C5H9N2O", "method": "the ωB97M-V functional and the def2-TZVPD basis", "homo_lumo_gap_ha": [0.21700, 0.30451], "e_homo_ha": [-0.3933, -0.5237], "s_squared": 2.028, "lumo_energy_ha": [-0.1763, -0.2192], "molar_mass_g_mol": 113.14, "e_above_lowest_kcal_mol": 96.59, "total_charge": 1, "multiplicity": 3, "largest_force_ev_per_a": 5.36, "species": ["C", "C", "C", "C", "C", "N", "N", "O", "H", "H", "H", "H", "H", "H", "H", "H", "H"], "positions_angstrom": [[1.38, 1.35, -1.26], [-0.93, -0.77, 2.41], [0.16, -0.40, 1.59], [-1.23, 0.21, 0.40], [-0.12, -0.24, -2.10], [1.04, 0.07, -1.52], [-1.02, -1.02, 1.03], [-0.11, 0.82, 0.83], [2.28, 1.44, -0.62], [0.93, 2.21, -1.90], [-0.84, -1.66, 3.13], [-1.55, -0.05, 2.89], [1.13, -1.00, 1.48], [-1.72, 0.60, -0.47], [-0.63, 0.43, -2.79], [-0.36, -1.33, -2.16], [1.57, -0.67, -0.92]]}

{"formula": "C2H3Pm", "method": "the ωB97M-V functional and the def2-TZVPD basis", "homo_lumo_gap_ha": [0.24501, 0.25091], "e_homo_ha": [-0.4464, -0.4475], "s_squared": 8.758, "lumo_energy_ha": [-0.2014, -0.1966], "molar_mass_g_mol": 172.05, "total_charge": 1, "multiplicity": 6, "largest_force_ev_per_a": 2.43, "species": ["C", "H", "C", "H", "H", "Pm"], "positions_angstrom": [[0.54, -0.11, -0.36], [1.59, -0.44, -0.24], [-0.16, 0.21, 0.73], [0.22, 0.24, 1.76], [-1.33, 0.42, 0.63], [-0.86, -0.31, -2.51]]}

{"formula": "C21H24BrN6OsS2", "method": "the ωB97M-V functional and the def2-TZVPD basis", "homo_lumo_gap_ha": [0.25798, 0.18245], "e_homo_ha": [-0.6064, -0.6274], "s_squared": 6.065, "lumo_energy_ha": [-0.3485, -0.4450], "molar_mass_g_mol": 694.73, "e_above_lowest_kcal_mol": 79.63, "total_charge": 3, "multiplicity": 5, "largest_force_ev_per_a": 0.80, "species": ["Os", "N", "C", "N", "C", "C", "S", "C", "C", "S", "C", "N", "N", "H", "H", "H", "H", "H", "H", "C", "N", "C", "C", "C", "C", "C", "C", "C", "C", "H", "H", "H", "H", "H", "H", "H", "H", "H", "H", "H", "H", "C", "C", "C", "C", "C", "Br", "N", "C", "H", "H", "H", "H", "H", "H"], "positions_angstrom": [[-0.14, -0.14, -1.26], [-1.74, -3.29, -0.59], [-2.15, -2.61, -1.63], [-1.62, -1.46, -2.05], [-2.18, -1.09, -3.25], [-3.20, -1.92, -3.70], [-3.45, -3.20, -2.64], [-1.65, 0.03, -3.92], [-2.03, 0.45, -5.19], [-1.14, 1.78, -5.67], [-0.29, 1.76, -4.13], [-0.64, 0.76, -3.31], [0.59, 2.71, -3.87], [-0.93, -2.99, -0.05], [-2.16, -4.18, -0.34], [-3.80, -1.81, -4.60], [-2.78, 0.01, -5.84], [0.79, 3.44, -4.53], [0.99, 2.81, -2.95], [1.49, 2.16, -0.39], [1.76, 0.74, -0.77], [2.60, 0.68, -2.00], [2.63, 0.16, 0.34], [1.95, -0.27, 1.59], [2.03, 0.39, 2.75], [1.31, -0.35, 3.84], [-0.40, -1.76, 3.68], [-1.16, -1.78, 2.41], [-0.33, -1.36, 1.46], [2.40, 2.75, -0.49], [1.15, 2.20, 0.64], [0.70, 2.58, -1.01], [3.56, 1.16, -1.81], [2.11, 1.17, -2.83], [2.78, -0.37, -2.25], [3.36, 0.94, 0.57], [3.17, -0.68, -0.10], [2.53, 1.33, 2.90], [1.77, -0.28, 4.82], [-0.73, -2.33, 4.54], [-2.24, -1.65, 2.36], [-1.34, 2.10, 3.56], [-0.89, 0.81, 2.96], [-0.28, -0.19, 3.95], [1.10, -1.78, 3.30], [1.13, -1.53, 1.78], [1.78, -3.01, 0.67], [-0.71, -0.22, 0.69], [-1.02, 0.77, 1.53], [-0.95, 2.24, 4.57], [-2.44, 2.12, 3.63], [-1.06, 2.97, 2.95], [-0.60, 0.11, 4.94], [1.74, -2.58, 3.65], [-1.36, 1.69, 1.06]]}

{"formula": "CBrClO2", "method": "the ωB97M-V functional and the def2-TZVPD basis", "homo_lumo_gap_ha": 0.29369, "e_homo_ha": -0.3526, "lumo_energy_ha": -0.0589, "molar_mass_g_mol": 159.37, "multiplicity": 1, "largest_force_ev_per_a": 1.73, "species": ["C", "O", "O", "Cl", "Br"], "positions_angstrom": [[0.30, -0.23, -0.86], [0.81, 0.22, -1.80], [-0.79, 0.79, 2.16], [-0.47, 1.14, 0.65], [0.14, -1.92, -0.15]]}